Formula: C22H44N3O2P3Tl
Source: OMol25
Level of theory: ωB97M-V/def2-TZVPD

```
75
Properties=species:S:1:pos:R:3:forces:R:3:mulliken_charge:R:1
Tl 0.22802 0.07035 0.89920 1.021 0.940 0.393 0.990
P 2.49398 1.15806 2.44858 0.932 0.100 0.835 0.628
P -0.46039 2.28067 -0.58934 -1.937 0.586 -0.598 0.699
P 2.21971 -0.62855 -1.11369 0.024 -0.934 -1.014 0.585
H -1.24996 -2.70678 0.98749 0.137 -0.909 -0.144 0.451
C -0.23367 -3.05929 0.75959 -0.381 0.728 -0.071 -0.883
C 0.60233 -3.38936 1.75825 0.252 0.380 -0.008 -0.440
H 0.21679 -3.60430 2.76178 0.163 0.528 -0.249 0.401
C 2.22398 1.59534 4.20313 -0.622 -0.092 -0.050 -1.036
C 3.30633 2.67338 1.80333 -0.586 0.060 -0.570 -1.170
C 3.95524 0.04899 2.60006 -0.405 -0.510 -0.353 -1.170
C -1.83477 1.72814 -1.66007 0.146 -0.525 0.113 -1.102
C -1.30038 3.54825 0.41617 0.347 -0.194 0.688 -1.088
C 0.61659 3.23399 -1.71393 0.950 -0.508 0.286 -1.125
C 3.05830 -2.24343 -0.95695 -0.163 0.008 0.609 -1.197
C 3.60232 0.48018 -1.56843 -0.199 0.506 0.663 -1.215
C 1.35125 -0.81829 -2.71674 -0.357 0.143 0.349 -1.464
H 0.01085 -3.15108 -0.30970 0.188 0.375 0.529 0.455
H 1.68780 -3.46694 1.62030 -0.503 -0.653 -0.122 0.229
H 1.80316 0.73462 4.74288 0.210 0.340 -0.171 0.277
H 1.49811 2.41648 4.25159 0.175 -0.109 0.111 0.388
H 3.16906 1.90885 4.66979 -0.232 -0.078 -0.256 0.456
H 2.57145 3.48652 1.75039 0.225 -0.067 0.034 0.371
H 3.69829 2.49775 0.79162 -0.034 0.072 0.289 0.305
H 4.12890 2.97838 2.46670 -0.264 -0.229 -0.117 0.436
H 3.64814 -0.90510 3.05183 0.178 0.231 -0.081 0.342
H 4.71033 0.52374 3.24559 -0.292 -0.067 -0.250 0.464
H 4.39377 -0.16283 1.61310 -0.070 0.083 0.342 0.274
H -2.29704 2.60146 -2.14291 0.204 -0.186 0.162 0.441
H -2.57854 1.21879 -1.03158 0.125 0.165 -0.175 0.292
H -1.48852 1.02886 -2.43248 -0.105 0.175 0.070 0.263
H -1.70643 4.34077 -0.22917 0.181 -0.303 0.056 0.457
H -0.59167 3.98662 1.12949 -0.197 0.066 -0.137 0.401
H -2.11214 3.07493 0.98424 0.183 0.092 -0.205 0.239
H 0.06014 4.09407 -2.11561 -0.027 -0.338 0.205 0.468
H 0.96744 2.60110 -2.54260 -0.170 0.235 0.199 0.349
H 1.49435 3.59965 -1.16140 -0.219 0.041 -0.231 0.355
H 3.55811 -2.49043 -1.90327 -0.148 0.110 0.206 0.455
H 2.33087 -3.02535 -0.70470 0.238 0.127 -0.156 0.331
H 3.80596 -2.18836 -0.15547 -0.115 -0.105 -0.190 0.354
H 4.08349 0.08819 -2.47513 -0.187 0.012 0.212 0.477
H 4.33865 0.52316 -0.75352 -0.139 0.025 -0.300 0.401
H 3.22133 1.49214 -1.76402 0.218 -0.234 -0.019 0.259
H 2.05747 -1.24085 -3.44582 -0.169 0.155 0.177 0.534
H 0.98341 0.15188 -3.08284 0.072 -0.329 0.030 0.485
H 0.49870 -1.50361 -2.60414 0.213 0.196 -0.118 0.403
C -1.89577 -0.93155 -5.80038 -0.447 -0.804 -0.061 0.638
C -3.00443 -1.34068 -6.57480 0.688 -0.008 0.681 -0.667
C -3.25450 -2.70766 -6.69435 0.329 -0.055 0.001 -0.430
C -2.39929 -3.64565 -6.10054 -0.003 0.042 0.083 -0.595
C -1.24858 -3.21924 -5.43052 -0.128 0.061 -0.314 -0.311
C -0.96493 -1.86000 -5.32513 -0.530 0.035 0.034 -0.293
O -1.72570 0.35538 -5.36575 -0.195 0.692 -0.418 -0.465
H -2.42311 0.91092 -5.75263 0.339 -0.186 0.058 0.290
H -3.65922 -0.60053 -7.03596 0.074 -0.176 0.194 0.325
H -4.12654 -3.04688 -7.25368 0.254 0.095 0.139 0.374
H -2.62501 -4.71075 -6.16805 0.067 0.346 -0.028 0.374
H -0.56154 -3.93876 -4.98546 -0.168 0.062 -0.239 0.375
H -0.05822 -1.49633 -4.84402 -0.267 -0.079 -0.073 0.389
C -4.55379 1.10707 3.39981 -0.694 0.334 -0.155 -1.090
N -3.30543 0.47684 3.81031 0.505 -0.288 -0.242 0.027
C -3.13011 0.16861 5.11897 0.352 -0.018 -0.317 -0.236
C -1.96044 -0.38417 5.53760 -0.096 0.156 0.372 -0.967
C -0.96925 -0.64091 4.56104 0.982 -0.089 0.414 0.698
N -1.17223 -0.39710 3.27145 0.147 0.485 -0.885 -0.004
C -2.31721 0.21540 2.86444 -0.790 0.138 -0.422 0.467
O -2.49931 0.54454 1.66717 1.180 -0.385 0.550 -0.763
N 0.29273 -1.06453 4.91693 -0.843 -0.328 -0.395 -0.369
H -5.39802 0.44535 3.62256 0.216 0.093 -0.101 0.393
H -4.50488 1.29543 2.33043 -0.120 -0.001 0.169 0.318
H -4.69214 2.04860 3.94388 0.086 -0.195 -0.164 0.394
H -3.97397 0.41720 5.76559 0.365 -0.143 -0.055 0.514
H -1.79190 -0.57088 6.59267 0.014 -0.117 -0.207 0.410
H 0.41020 -1.32475 5.88086 0.027 -0.158 0.216 0.251
H 0.77143 -1.68575 4.26593 -0.206 0.381 0.191 0.129
```
Forces are in eV/Å.

Summary:
Largest force on an atom, eV Å⁻¹: 2.111
Orbital gap, eV: 2.06
Relative energy (zero: lowest compared OMol25 entry of this formula, charge and spin), eV: 0.0000
HOMO energy, eV: -13.9
Charge: +3